Entry from OMol25: C47H79BClF5LiN6NaO18 as an isolated structure (ωB97M-V/def2-TZVPD).

Charge: 0
ΔE to the lowest compared entry with this formula, charge and spin (kcal/mol): 0.0
HOMO-LUMO gap (hartree): 0.05384
LUMO energy (eV): -1.5

Last column: Löwdin charge in e.
Cartesian coordinates (Å):
1 C -1.34 4.50 3.42  0.131
2 C -1.85 3.42 3.50  -0.137
3 C -2.71 2.22 3.48  -0.182
4 C -2.39 1.27 2.29  -0.163
5 C -2.26 2.03 0.96  -0.092
6 C -1.93 1.22 -0.32  -0.288
7 N -1.03 2.16 -1.01  0.102
8 C -3.15 0.92 -1.25  -0.160
9 C -4.59 0.86 -0.62  -0.106
10 C -5.52 -0.26 -1.20  -0.162
11 C -6.74 -0.37 -0.23  -0.201
12 N -6.52 -1.46 0.75  -0.030
13 B -3.35 1.91 -2.50  -0.416
14 C -3.64 3.48 -2.38  0.027
15 O -3.26 1.43 -3.86  0.073
16 C -2.64 -0.33 -1.95  -0.425
17 O -3.24 -1.06 -2.69  0.115
18 O -1.35 -0.60 -1.62  0.098
19 C -1.07 -0.08 -0.27  -0.171
20 C 0.47 0.01 -0.29  0.007
21 C 1.16 0.84 0.82  -0.303
22 O 1.09 2.04 0.89  0.123
23 C 2.04 0.14 1.85  -0.158
24 C 3.22 -0.50 1.49  -0.021
25 C 4.01 -1.08 2.48  -0.087
26 C 3.60 -0.96 3.79  -0.106
27 C 2.43 -0.31 4.16  -0.064
28 C 1.63 0.23 3.17  -0.035
29 C -1.43 -1.30 0.64  -0.363
30 F -1.04 -2.41 -0.02  0.143
31 F -0.72 -1.34 1.79  0.150
32 C -2.94 -1.53 0.99  -0.275
33 F -3.08 -1.80 2.31  0.096
34 F -3.42 -2.62 0.34  0.088
35 H -0.92 5.47 3.29  0.034
36 H -3.77 2.47 3.53  0.117
37 H -2.47 1.64 4.38  0.122
38 H -1.48 0.73 2.56  0.108
39 H -3.27 0.62 2.23  0.089
40 H -1.44 2.75 1.10  0.110
41 H -3.16 2.65 0.85  0.134
42 H -0.67 1.83 -1.89  0.090
43 H -1.31 3.12 -0.99  0.093
44 H -5.13 1.81 -0.75  0.121
45 H -4.57 0.70 0.47  0.102
46 H -5.94 0.07 -2.18  0.081
47 H -5.03 -1.24 -1.22  0.111
48 H -6.80 0.55 0.36  0.126
49 H -7.68 -0.48 -0.77  0.121
50 H -6.10 -2.28 0.32  0.078
51 H -5.85 -1.09 1.43  0.088
52 H -3.47 4.01 -3.32  0.077
53 H -3.15 3.95 -1.52  0.073
54 H -4.72 3.56 -2.18  0.082
55 H -2.81 2.16 -4.30  0.118
56 H 0.89 -1.00 -0.25  0.129
57 H 0.82 0.44 -1.23  0.121
58 H 3.51 -0.51 0.44  0.089
59 H 4.94 -1.57 2.23  0.085
60 H 4.23 -1.35 4.59  0.099
61 H 2.16 -0.22 5.21  0.103
62 H 0.72 0.76 3.44  0.107
63 H -3.61 -0.71 0.76  0.102
64 Na -7.50 -3.05 2.07  0.793
65 C -1.10 -3.33 -3.68  -0.544
66 O -0.43 -4.31 -4.30  -0.421
67 H -2.07 -3.00 -4.15  0.016
68 H -1.41 -3.53 -2.62  0.029
69 H -0.55 -2.34 -3.57  0.020
70 Li -4.92 0.30 -3.31  0.720
71 C 4.64 2.22 2.48  -0.982
72 O 3.79 3.12 2.73  -0.156
73 O 4.96 1.88 1.24  -0.215
74 O 5.25 1.54 3.40  -0.206
75 C -3.47 -0.33 -8.23  -0.030
76 C -3.51 1.17 -8.07  -0.307
77 O -4.76 1.38 -7.43  0.140
78 C -5.01 0.25 -6.71  -0.560
79 O -5.83 0.16 -5.85  0.135
80 O -4.21 -0.76 -7.09  0.103
81 F -3.52 1.81 -9.26  0.086
82 H -3.97 -0.65 -9.14  0.151
83 H -2.46 -0.73 -8.22  0.152
84 H -2.71 1.58 -7.45  0.171
85 C 2.15 3.23 -2.01  -0.043
86 C 3.05 2.98 -3.20  -0.166
87 N 4.49 3.34 -2.95  -0.264
88 C 4.56 4.79 -2.58  0.010
89 C 5.27 3.23 -4.25  -0.165
90 C 5.38 1.85 -4.87  -0.053
91 C 5.13 2.58 -1.80  -0.065
92 C 5.05 1.07 -1.79  -0.206
93 O 3.71 0.62 -1.71  -0.216
94 C 3.53 -0.72 -2.15  -0.075
95 H 2.04 4.29 -1.80  0.086
96 H 1.15 2.85 -2.25  0.064
97 H 2.48 2.73 -1.10  0.083
98 H 2.72 3.58 -4.04  0.129
99 H 3.01 1.94 -3.50  0.110
100 H 4.05 5.37 -3.35  0.109
101 H 5.61 5.08 -2.52  0.111
102 H 4.09 4.94 -1.61  0.113
103 H 6.26 3.63 -4.05  0.130
104 H 4.77 3.90 -4.94  0.123
105 H 6.20 1.28 -4.44  0.074
106 H 5.63 1.97 -5.93  0.087
107 H 4.47 1.26 -4.82  0.077
108 H 4.65 2.95 -0.89  0.117
109 H 6.17 2.89 -1.78  0.135
110 H 5.57 0.72 -0.89  0.105
111 H 5.56 0.62 -2.64  0.102
112 H 4.39 -1.34 -1.91  0.097
113 H 3.33 -0.76 -3.23  0.090
114 H 2.66 -1.11 -1.63  0.073
115 O -8.79 -3.02 5.11  -0.418
116 Cl -8.63 -1.93 6.07  0.626
117 O -7.40 -1.22 5.75  -0.397
118 O -8.56 -2.47 7.39  -0.348
119 O -9.75 -1.03 5.96  -0.378
120 C 9.72 0.93 0.09  -0.088
121 C 8.54 0.53 -0.77  -0.327
122 O 7.60 -0.21 0.00  -0.112
123 H 10.21 0.04 0.51  0.061
124 H 10.46 1.49 -0.49  0.071
125 H 9.40 1.54 0.93  0.086
126 H 8.86 -0.10 -1.60  0.107
127 H 8.04 1.41 -1.18  0.095
128 H 7.31 0.36 0.74  0.086
129 C 6.06 -5.71 1.47  -0.062
130 C 6.61 -4.36 1.90  -0.149
131 N 8.04 -4.39 2.22  -0.033
132 C 8.93 -3.39 1.92  0.028
133 C 10.14 -3.78 2.40  0.007
134 N 9.95 -5.01 3.00  -0.094
135 C 8.67 -5.34 2.89  -0.018
136 C 10.98 -5.82 3.65  0.023
137 H 6.16 -6.45 2.26  0.070
138 H 5.01 -5.62 1.22  0.094
139 H 6.60 -6.08 0.60  0.088
140 H 6.09 -3.99 2.79  0.136
141 H 6.45 -3.63 1.11  0.131
142 H 8.60 -2.50 1.40  0.136
143 H 11.11 -3.32 2.40  0.137
144 H 8.23 -6.24 3.28  0.168
145 H 11.06 -6.77 3.13  0.103
146 H 10.70 -5.99 4.68  0.104
147 H 11.93 -5.30 3.61  0.099
148 C -15.08 -1.21 4.30  -0.018
149 C -13.59 -1.17 4.55  -0.557
150 O -12.80 -1.89 3.97  0.029
151 N -13.13 -0.28 5.48  0.016
152 C -13.90 0.66 6.27  -0.080
153 H -15.28 -1.96 3.54  0.077
154 H -15.61 -1.48 5.21  0.081
155 H -15.43 -0.24 3.93  0.079
156 H -12.13 -0.31 5.60  0.121
157 H -13.55 1.67 6.06  0.081
158 H -13.74 0.45 7.33  0.084
159 H -14.96 0.59 6.05  0.067